Entry 1:
Density functional theory data (ωB97M-V/def2-TZVPD) for a single C4H8O3 molecule.

Properties
SMILES: C[C@@H](O)COC=O
Relative energy (zero: lowest compared OMol25 entry of this formula, charge and spin) (kcal per mole): 23.4
Charge: 0
LUMO (eV): 0.92
Gap between HOMO and LUMO (eV): 11.4
Energy (hartree): -382.92755

Last column: Löwdin charge in e.
Element x y z (Å)
C 1.1316 -1.4911 0.6875  -0.039
C -0.1495 -0.7751 0.2669  -0.412
O -0.6144 0.0326 1.3340  -0.038
C 0.0125 0.0447 -1.0171  -0.121
O -1.1403 0.8792 -1.2044  -0.011
C -1.1247 2.0408 -0.5497  -0.334
O -0.1986 2.4935 0.0795  0.056
H 1.2714 -2.4684 0.2175  0.080
H 1.0206 -1.6305 1.7647  0.084
H 2.0289 -0.8862 0.5084  0.083
H -0.9482 -1.5088 0.1091  0.149
H -0.0376 0.8085 1.3997  0.085
H 0.0580 -0.5958 -1.9017  0.138
H 0.9082 0.6736 -0.9807  0.129
H -2.0903 2.5475 -0.6783  0.152

Entry 2:
Density functional theory data (ωB97M-V/def2-TZVPD) for a single C24H23NO4 molecule.

Properties
SMILES: Cc1coc(C)c1C(=O)C[C@]1(O)C(=O)N(CCc2ccccc2)c2ccccc21
Relative energy (zero: lowest compared OMol25 entry of this formula, charge and spin) (kcal per mole): 7.7
Charge: 0
LUMO (eV): 0.44
Gap between HOMO and LUMO (eV): 8.8
Energy (hartree): -1284.10281

Last column: Löwdin charge in e.
Element x y z (Å)
C -2.7616 -1.6548 -1.7034  -0.026
C -3.6570 -0.7237 -0.9624  -0.195
C -4.9492 -0.9984 -0.6466  -0.061
O -5.5181 0.0136 0.0450  0.077
C -4.5934 0.9612 0.2012  -0.233
C -3.4049 0.5817 -0.4063  -0.060
C -2.2303 1.4400 -0.3867  -0.324
O -2.1916 2.4399 0.3189  0.072
C -1.0163 1.0797 -1.2039  0.015
H -0.6769 1.9616 -1.7536  0.151
H -1.1890 0.2648 -1.8975  0.114
C 0.1262 0.7207 -0.2156  -0.353
C -0.1895 -0.5382 0.5581  -0.091
C -1.1120 -0.7782 1.5510  -0.006
C -1.1939 -2.0594 2.0857  -0.077
C -0.3604 -3.0671 1.6326  -0.079
C 0.5921 -2.8283 0.6503  -0.012
C 0.6733 -1.5516 0.1259  -0.175
N 1.5308 -1.0633 -0.8520  0.027
C 1.3285 0.2716 -1.0796  -0.357
O 1.9260 0.9381 -1.8858  0.131
C 2.6813 -1.7625 -1.3664  -0.112
H 2.3849 -2.7691 -1.6754  0.125
H 3.0185 -1.1978 -2.2395  0.131
C 3.8094 -1.8184 -0.3206  -0.115
C 4.1450 -0.4200 0.1173  -0.243
C 3.4805 0.1560 1.1919  -0.046
C 3.7109 1.4757 1.5357  -0.073
C 4.6139 2.2317 0.8102  -0.084
C 5.2891 1.6623 -0.2557  -0.079
C 5.0522 0.3452 -0.6025  -0.045
H 5.5695 -0.0927 -1.4448  0.114
H 5.9937 2.2494 -0.8266  0.102
H 4.7879 3.2650 1.0713  0.101
H 3.1723 1.9149 2.3613  0.106
H 2.7716 -0.4292 1.7623  0.118
H 4.6764 -2.3032 -0.7720  0.118
H 3.4812 -2.4110 0.5356  0.109
H 1.2439 -3.6196 0.3147  0.108
H -0.4422 -4.0574 2.0552  0.103
H -1.9143 -2.2681 2.8615  0.101
H -1.7557 0.0096 1.9108  0.123
O 0.4745 1.8077 0.5884  0.055
H -0.3288 2.3399 0.7404  0.088
C -4.9564 2.1924 0.9388  0.011
H -4.6204 3.0708 0.3918  0.091
H -6.0326 2.2261 1.0868  0.090
H -4.4569 2.2116 1.9070  0.095
H -5.5605 -1.8546 -0.8509  0.130
H -2.5120 -1.2612 -2.6884  0.086
H -3.2731 -2.6047 -1.8404  0.085
H -1.8415 -1.8338 -1.1505  0.069

Among the records above, which one has the lowest gap between HOMO and LUMO? C24H23NO4

Please write out number 1 again, unchanged.
Density functional theory data (ωB97M-V/def2-TZVPD) for a single C4H8O3 molecule.

Properties
SMILES: C[C@@H](O)COC=O
Relative energy (zero: lowest compared OMol25 entry of this formula, charge and spin) (kcal per mole): 23.4
Charge: 0
LUMO (eV): 0.92
Gap between HOMO and LUMO (eV): 11.4
Energy (hartree): -382.92755

Last column: Löwdin charge in e.
Element x y z (Å)
C 1.1316 -1.4911 0.6875  -0.039
C -0.1495 -0.7751 0.2669  -0.412
O -0.6144 0.0326 1.3340  -0.038
C 0.0125 0.0447 -1.0171  -0.121
O -1.1403 0.8792 -1.2044  -0.011
C -1.1247 2.0408 -0.5497  -0.334
O -0.1986 2.4935 0.0795  0.056
H 1.2714 -2.4684 0.2175  0.080
H 1.0206 -1.6305 1.7647  0.084
H 2.0289 -0.8862 0.5084  0.083
H -0.9482 -1.5088 0.1091  0.149
H -0.0376 0.8085 1.3997  0.085
H 0.0580 -0.5958 -1.9017  0.138
H 0.9082 0.6736 -0.9807  0.129
H -2.0903 2.5475 -0.6783  0.152

Which formula does entry 2 have? C24H23NO4

Which formula does entry 1 have? C4H8O3